56
Properties=species:S:1:pos:R:3 method="wB97M-V/def2-TZVPD" lumo_energy_ev="-0.5 / -0.8" s2=16.081 e_homo_ev="-6.150 / -6.164" spin_multiplicity=8 gap_ha="0.20813 / 0.19642"
C 1.939 -3.783 0.423
C 1.643 -2.426 0.110
N 0.433 -1.898 0.563
C -0.289 -2.607 1.465
C 0.023 -3.911 1.855
C 1.132 -4.537 1.288
C 2.616 -1.620 -0.575
P 2.616 0.184 -0.458
Gd -0.216 0.355 -0.476
P -2.457 -0.780 1.056
C -1.551 -1.998 2.062
O 2.182 -4.130 -3.650
O 1.230 0.838 -5.004
H 2.785 -4.249 -0.082
H -0.683 -4.435 2.525
H 1.325 -5.596 1.515
C 3.932 0.540 0.793
C 3.529 0.618 -2.005
H -2.261 -2.802 2.270
H -1.328 -1.505 3.024
H 2.247 -3.429 -4.390
H 3.468 -2.146 -0.975
C -3.267 0.199 2.379
C -3.891 -1.757 0.425
H -2.166 0.369 -1.327
H 0.336 0.895 -5.401
H 1.110 0.183 -4.284
H 1.241 -4.269 -3.549
H 0.060 0.635 1.314
H -2.880 0.079 -1.201
H 4.960 0.400 0.413
H 3.759 1.602 1.040
H 3.793 -0.080 1.692
H 4.556 0.212 -2.024
H 2.981 0.271 -2.896
H 3.552 1.718 -2.023
H -4.533 -2.123 1.239
H -4.489 -1.150 -0.265
H -3.500 -2.616 -0.133
H -4.127 -0.345 2.800
H -2.538 0.410 3.173
H -3.618 1.155 1.960
C -1.151 4.179 1.069
C -0.245 3.752 -0.057
O -0.365 2.418 -0.430
C -0.580 4.606 -1.327
F -0.499 5.947 -1.082
F 0.221 4.333 -2.380
F -1.859 4.340 -1.721
C 1.251 4.005 0.341
F 1.510 5.285 0.709
F 1.587 3.204 1.407
F 2.115 3.690 -0.662
H -2.192 4.103 0.744
H -0.926 5.215 1.331
H -0.992 3.533 1.938



55
Properties=species:S:1:pos:R:3 method="wB97M-V/def2-TZVPD" lumo_energy_ev=-4.1 charge=+1 e_homo_ev=-10.420 spin_multiplicity=1 gap_ha=0.23322
Ir 0.481 0.825 1.129
S 3.570 -0.281 4.392
C 2.519 0.260 3.227
S 2.965 0.457 1.590
S 0.872 0.649 3.576
C -3.849 1.590 -0.787
C -2.640 1.813 0.083
O -1.680 1.046 0.020
N -2.673 2.876 0.899
C -1.653 3.168 1.897
C -0.421 3.838 1.328
C -0.236 5.209 1.430
C 0.902 5.793 0.895
C 1.823 4.978 0.258
C 1.580 3.619 0.211
N 0.493 3.054 0.740
H -4.097 0.531 -0.768
H -3.603 1.846 -1.816
H -4.713 2.172 -0.478
H -3.484 3.476 0.875
H -1.346 2.214 2.355
H -2.088 3.805 2.668
H -0.977 5.814 1.928
H 1.065 6.857 0.966
H 2.713 5.379 -0.197
H 2.290 2.956 -0.262
C 2.395 -3.446 0.918
N 1.767 -3.124 -0.348
C 2.425 -3.641 -1.527
P 0.376 -2.238 -0.414
O 0.200 -1.385 0.798
N -0.977 -3.189 -0.640
C -2.241 -2.729 -0.100
C -0.920 -4.604 -0.926
N 0.571 -1.340 -1.849
C 1.545 -0.289 -1.696
C -0.624 -0.906 -2.547
H 2.515 -4.528 1.026
H 1.775 -3.070 1.730
H 3.383 -2.980 0.988
H 2.470 -4.734 -1.507
H 3.449 -3.263 -1.589
H 1.878 -3.313 -2.408
H -2.149 -1.679 0.170
H -2.524 -3.297 0.789
H -3.028 -2.843 -0.851
H 0.047 -4.859 -1.349
H -1.698 -4.862 -1.648
H -1.079 -5.202 -0.024
H 2.475 -0.703 -1.307
H 1.193 0.503 -0.981
H 1.737 0.186 -2.658
H -1.334 -1.727 -2.577
H -0.355 -0.640 -3.572
H -1.091 -0.041 -2.062



53
Properties=species:S:1:pos:R:3 method="wB97M-V/def2-TZVPD" lumo_energy_ev="2.7 / 1.5" charge=-1 s2=6.029 e_homo_ev="-3.779 / -4.426" spin_multiplicity=5 gap_ha="0.23703 / 0.21624"
Os -0.721 0.185 -0.067
O 1.292 -1.914 1.845
C 2.168 -1.348 2.765
C 2.358 0.190 2.687
C 3.568 0.515 3.608
O 4.826 0.117 3.118
C 2.704 0.675 1.277
Se 1.677 -0.008 -0.277
C 1.171 0.954 3.284
Se -0.692 0.415 2.808
H 0.376 -1.691 2.099
H 3.133 -1.836 2.570
H 1.856 -1.596 3.790
H 3.381 0.042 4.585
H 3.640 1.596 3.756
H 4.742 -0.770 2.746
H 3.743 0.419 1.045
H 2.615 1.764 1.238
H 1.240 2.014 3.028
H 1.202 0.866 4.373
C -3.542 -0.606 -0.463
C -2.702 0.397 0.343
O -3.253 1.160 1.100
H -4.528 -0.189 -0.672
H -3.651 -1.483 0.178
H -3.065 -0.906 -1.397
C -2.514 1.642 -3.137
Si -0.892 2.418 -2.472
C -0.922 4.272 -2.975
C 0.559 1.590 -3.403
C -0.749 2.266 -0.589
H -2.743 1.975 -4.146
H -3.363 1.894 -2.508
H -2.424 0.560 -3.161
H -1.018 4.394 -4.048
H -0.017 4.785 -2.670
H -1.755 4.790 -2.513
H 0.479 1.718 -4.480
H 0.566 0.522 -3.196
H 1.519 1.990 -3.088
H -1.548 2.827 -0.092
H 0.194 2.726 -0.263
O -1.645 -3.199 1.819
C -1.233 -3.193 0.679
C -0.941 -4.458 -0.149
C -0.511 -3.917 -1.502
C -0.579 -2.407 -1.305
O -0.330 -1.560 -2.163
N -0.984 -2.089 -0.069
H -1.841 -5.073 -0.197
H -0.158 -5.029 0.349
H -1.189 -4.203 -2.308
H 0.503 -4.205 -1.779



62
Properties=species:S:1:pos:R:3 method="wB97M-V/def2-TZVPD" lumo_energy_ev=1.9 charge=-1 e_homo_ev=-3.250 spin_multiplicity=1 gap_ha=0.18913
O -5.348 0.035 -0.057
P -4.716 -0.350 -1.362
C -3.155 0.408 -1.740
C -2.089 -0.640 -1.606
O -1.866 -1.046 -0.176
C -0.744 -0.654 0.337
F -0.356 0.545 -0.004
F -0.870 -0.631 1.666
F 0.253 -1.514 0.063
H -4.486 -1.764 -1.321
H -5.625 -0.201 -2.445
H -2.968 1.172 -0.993
H -1.157 -0.378 -2.096
H -2.446 -1.535 -2.096
Br -4.069 -2.406 -5.678
C -3.114 -3.967 -5.021
C -3.969 -4.787 -4.093
Br -4.107 -3.949 -2.341
H -2.207 -3.605 -4.548
H -2.855 -4.541 -5.909
H -3.515 -5.761 -3.916
H -4.981 -4.923 -4.461
Br 3.952 -6.277 1.095
C 2.841 -4.700 1.373
C 2.311 -4.155 0.076
Br 3.680 -3.179 -0.906
H 3.446 -3.981 1.916
H 2.022 -5.035 2.006
H 1.523 -3.428 0.262
H 1.939 -4.927 -0.589
Br 4.399 -0.413 -6.263
C 4.938 0.349 -4.554
C 4.205 -0.287 -3.404
Br 2.380 0.364 -3.265
H 4.770 1.419 -4.620
H 6.006 0.155 -4.481
H 4.676 -0.019 -2.460
H 4.148 -1.368 -3.484
Br -0.948 1.203 7.246
C -0.687 1.067 5.317
C -1.310 -0.181 4.755
Br -0.227 -1.752 5.151
H 0.380 1.120 5.141
H -1.164 1.951 4.902
H -1.354 -0.130 3.669
H -2.302 -0.374 5.148
Br 3.204 1.583 0.566
C 3.495 2.263 2.361
C 2.304 1.953 3.227
Br 0.815 3.140 2.828
H 3.698 3.325 2.276
H 4.383 1.755 2.731
H 2.536 2.120 4.278
H 1.942 0.938 3.094
Br 0.986 6.345 0.664
C -0.592 7.423 1.017
C -1.376 6.874 2.179
Br -2.385 5.289 1.677
H -1.164 7.456 0.096
H -0.219 8.419 1.246
H -2.119 7.595 2.513
H -0.744 6.592 3.015



65
Properties=species:S:1:pos:R:3 method="wB97M-V/def2-TZVPD" lumo_energy_ev=0.4 e_homo_ev=-8.098 spin_multiplicity=1 gap_ha=0.31246
Cu -0.343 0.150 0.240
C -2.835 -1.173 -2.002
F -3.405 -1.326 -3.191
F -3.299 -2.108 -1.178
F -1.526 -1.343 -2.152
S -3.295 0.487 -1.386
O -2.844 1.438 -2.348
O -4.689 0.347 -1.194
N -2.451 0.553 -0.010
S -3.456 1.054 1.173
O -3.985 2.341 0.874
O -4.331 0.049 1.695
C -2.270 1.348 2.539
F -1.585 2.476 2.374
F -2.988 1.446 3.664
F -1.417 0.322 2.687
C 1.292 0.233 -4.081
C 1.246 -1.226 -3.634
C 1.397 -1.021 -2.133
O 0.679 0.183 -1.821
C 0.495 0.937 -3.000
H 0.962 0.478 -5.090
H 2.326 0.601 -4.069
H 2.100 -1.830 -3.946
H 0.322 -1.702 -3.955
H 2.461 -0.824 -1.932
H 1.122 -1.821 -1.446
H 0.829 1.970 -2.863
H -0.562 0.998 -3.274
C -2.670 -2.906 1.682
C -1.211 -3.064 1.341
O -0.386 -2.180 1.527
N -0.848 -4.320 0.988
C 0.508 -4.738 0.692
H -2.878 -3.153 2.717
H -3.310 -3.449 0.978
H -2.979 -1.877 1.481
H -1.600 -4.949 0.763
H 0.491 -5.521 -0.061
H 0.996 -5.122 1.592
H 1.095 -3.887 0.352
C -0.982 3.781 -0.634
C 0.372 3.263 -0.242
O 0.499 2.252 0.446
N 1.432 3.971 -0.707
C 2.811 3.705 -0.387
H -1.673 2.949 -0.725
H -0.977 4.338 -1.574
H -1.364 4.466 0.125
H 1.222 4.801 -1.234
H 2.918 2.712 0.047
H 3.196 4.415 0.351
H 3.447 3.731 -1.272
C 2.934 -2.040 2.280
C 2.466 -0.626 2.056
O 1.788 -0.329 1.080
N 2.835 0.258 2.999
C 2.417 1.661 2.997
H 3.002 -2.578 1.341
H 2.212 -2.527 2.938
H 3.919 -2.086 2.753
H 3.445 -0.025 3.744
H 1.548 1.778 2.359
H 3.232 2.302 2.658
H 2.143 1.960 4.009